Record 1
This record from the OMol25 dataset describes C28H22ClF5FeNO3SSi as an isolated structure. The level of theory is ωB97M-V/def2-TZVPD.

Cartesian coordinates (Å):
H1 -3.18 -3.93 -1.71
C1 -0.13 1.68 -3.83
F1 -5.67 -1.89 1.64
H2 6.19 0.83 -0.94
H3 0.65 3.03 2.19
C2 -2.75 -3.62 -0.76
H4 5.91 0.96 1.51
H5 2.31 -0.91 -3.94
H6 0.14 1.26 6.07
C3 5.04 0.92 0.87
C4 0.41 1.17 5.03
C5 2.68 0.87 0.57
H7 -0.74 0.78 -3.82
C6 2.53 3.00 -3.37
C7 2.42 0.09 -4.37
C8 -1.45 -1.97 -1.97
C9 -1.25 -2.15 0.50
F2 -2.21 1.15 2.43
C10 0.36 2.29 4.21
H8 2.03 3.76 -2.76
Si1 1.62 1.38 -3.26
F3 -4.05 -0.56 3.35
C11 3.77 0.92 1.42
C12 1.13 -0.18 3.17
C13 5.19 0.85 -0.51
C14 0.70 2.18 2.87
H9 -0.63 2.44 -3.23
S1 -1.58 1.85 -0.43
H10 3.48 0.28 -4.52
C15 4.08 0.81 -1.34
C16 2.79 0.84 -0.82
H11 -1.25 -2.50 2.62
C17 -3.95 -0.33 2.04
H12 -2.93 -4.31 2.53
C18 -3.16 -4.23 0.39
C19 -2.60 -3.82 1.62
O1 -0.72 -0.98 -2.13
C20 -1.81 -2.58 -0.73
H13 4.22 0.74 -2.41
H14 3.57 2.94 -3.05
Fe1 0.04 0.24 -0.64
Cl1 -4.34 -5.49 0.37
H15 0.05 3.25 4.61
C21 -4.66 -0.79 -0.19
C22 -3.71 0.09 -0.66
C23 -2.84 0.78 0.19
F4 -3.60 0.23 -1.99
C24 -1.67 -2.82 1.67
H16 1.94 0.08 -5.35
C25 -4.78 -1.01 1.17
H17 -1.88 -2.42 -2.87
C26 -3.00 0.55 1.55
O2 1.36 0.84 1.01
H18 0.82 -0.93 5.15
H19 -0.08 2.04 -4.86
H20 3.62 0.97 2.49
C27 1.08 0.95 2.38
O3 -0.38 -1.19 0.60
C28 0.79 -0.06 4.51
N1 1.61 0.83 -1.57
H21 2.51 3.35 -4.41
F5 -5.43 -1.46 -1.04
H22 1.41 -1.12 2.73

Summary:
* energy above the lowest of the compared OMol25 structures with the same formula, charge and spin: 1.24 kcal/mol
* 2S+1: 6
* Kohn-Sham gap (spin up / spin down): 0.26706 / 0.25207 Ha
* ⟨S²⟩: 8.77
* E_LUMO (spin up / spin down): -0.7 / -1.2 eV
* charge: 0

---

Record 2
This record from the OMol25 dataset describes the molecule C5H8N2. The level of theory is ωB97M-V/def2-TZVPD.

Cartesian coordinates (Å):
C1 -0.74 1.10 -1.30
N1 0.87 -1.89 -2.14
H1 -1.60 1.69 -1.60
H2 -0.76 0.15 -1.85
H3 0.74 1.44 2.17
C2 0.57 -1.65 -1.06
H4 -0.84 -1.85 0.41
C3 0.16 -1.42 0.30
H5 1.44 -0.24 2.37
C4 0.11 0.02 0.75
H6 -0.93 1.71 0.63
C5 0.81 0.43 1.81
H7 0.85 -1.97 0.95
N2 -0.83 0.84 0.13
H8 0.17 1.64 -1.58

Summary:
* energy above the lowest of the compared OMol25 structures with the same formula, charge and spin: 27.27 kcal/mol
* Kohn-Sham gap: 0.35295 Ha
* SMILES: C=C(CC#N)NC
* E_LUMO: 0.8 eV
* charge: 0

---

Record 3
This record from the OMol25 dataset describes a 2-piece molecular cluster, C3H10NOS overall. The level of theory is ωB97M-V/def2-TZVPD.

Cartesian coordinates (Å):
H1 -0.06 -0.26 2.76
N1 0.23 -1.84 0.47
O1 0.82 1.57 -3.80
H2 0.47 1.58 -2.88
H3 0.55 -1.75 -0.50
C1 0.02 0.71 -0.15
H4 -1.55 -0.94 0.09
C2 -0.62 -0.66 0.57
S1 1.91 0.54 0.09
H5 1.15 -1.48 0.80
H6 -0.41 1.58 0.41
H7 -1.58 0.39 2.38
H8 1.81 1.49 -3.65
C3 -0.95 -0.41 2.09
H9 -1.49 -1.22 2.55
H10 -0.30 0.68 -1.22

Summary:
* energy above the lowest of the compared OMol25 structures with the same formula, charge and spin: 23.97 kcal/mol
* Kohn-Sham gap: 0.25538 Ha
* E_LUMO: 4.0 eV
* charge: -1

---

Record 4
This record from the OMol25 dataset describes C6H13AgO3 as an isolated structure. The level of theory is ωB97M-V/def2-TZVPD.

Cartesian coordinates (Å):
C1 0.18 0.39 -2.18
O1 0.73 2.04 -0.43
H1 1.99 -1.61 -2.87
H2 1.32 -2.62 -1.54
O2 -1.26 -0.05 1.95
H3 -2.48 -1.67 2.06
C2 1.11 -1.80 -2.23
C3 -0.04 0.49 2.29
H4 -0.70 0.00 -2.72
H5 0.63 2.84 1.84
H6 0.85 0.80 -2.96
C4 -0.27 1.44 -1.18
C5 0.25 1.82 1.97
H7 0.26 -2.08 -2.87
H8 -0.54 2.39 2.50
H9 -0.97 -1.79 3.04
H10 -0.93 0.87 -0.48
H11 0.33 0.15 3.27
H12 -0.91 2.16 -1.73
O3 0.80 -0.66 -1.46
H13 -0.89 -1.97 1.27
C6 -1.41 -1.45 2.10
Ag1 1.92 0.30 0.35

Summary:
* energy above the lowest of the compared OMol25 structures with the same formula, charge and spin: 101.74 kcal/mol
* Kohn-Sham gap (spin up / spin down): 0.23568 / 0.24279 Ha
* E_LUMO (spin up / spin down): -0.7 / -0.4 eV
* charge: 0

---

| no. | maximum force (eV Å⁻¹) |
| --- | --- |
| 1 | 0.183 |
| 2 | 0.785 |
| 3 | 2.524 |
| 4 | 3.346 |